(1)
ORCA calculation (wB97M-V/def2-TZVPD) on a molecular structure, C14H12F4O3PtS.

Last column: natural (NBO) charge in e.
CARTESIAN COORDINATES (ANGSTROEM)
Pt (-0.4424, 0.1818, -0.6536)  0.80
C (0.4230, 2.3273, 2.6518)  -0.64
C (-0.2199, 1.0103, 2.3435)  0.05
C (0.0635, -0.1219, 3.0504)  -0.23
C (-0.5767, -1.3542, 2.7647)  -0.11
C (-1.5063, -1.4520, 1.7734)  -0.24
C (-1.8304, -0.3001, 1.0066)  -0.25
C (-1.1825, 0.9317, 1.2829)  -0.31
H (0.9639, 2.2892, 3.5957)  0.22
H (-0.3246, 3.1204, 2.7112)  0.22
H (1.1314, 2.6043, 1.8686)  0.23
H (0.7849, -0.0801, 3.8573)  0.22
H (-0.3266, -2.2238, 3.3589)  0.21
H (-2.0244, -2.3815, 1.5804)  0.23
H (-2.7446, -0.3014, 0.4227)  0.25
H (-1.6258, 1.8630, 0.9442)  0.25
F (4.9443, -1.6978, 1.4590)  -0.33
C (3.7418, -1.2862, 1.0016)  0.39
C (2.7407, -2.2187, 0.8251)  -0.28
C (1.5016, -1.7899, 0.3666)  -0.25
C (1.2735, -0.4451, 0.0955)  -0.11
C (2.3156, 0.4631, 0.2492)  -0.26
C (3.5588, 0.0500, 0.7122)  -0.28
H (2.9357, -3.2613, 1.0383)  0.23
H (0.7138, -2.5173, 0.2217)  0.22
H (2.1699, 1.5085, 0.0044)  0.22
H (4.3767, 0.7458, 0.8416)  0.23
F (-1.7799, -2.0389, -2.8575)  -0.31
C (-1.6954, -1.1918, -3.8860)  0.71
F (-2.9010, -1.0577, -4.4295)  -0.30
F (-0.8618, -1.6943, -4.7884)  -0.30
S (-1.0924, 0.4496, -3.3113)  2.32
O (-1.0143, 1.2628, -4.4708)  -0.88
O (-2.0274, 0.8308, -2.2410)  -0.97
O (0.2102, 0.1152, -2.6570)  -0.94

Its electronic energy is -1683.3599 Ha. The value obtained for the HOMO-LUMO gap is 8.548 eV. The maximum force comes out at 0.162 eV/Å. The relative energy (zero: lowest compared OMol25 entry of this formula, charge and spin) is 0.00 kJ/mol. The calculation puts the LUMO energy at -0.3 eV.

(2)
ORCA calculation (wB97M-V/def2-TZVPD) on C14H12F5NO3 in the gas phase in a non-equilibrium geometry.

Last column: natural (NBO) charge in e.
CARTESIAN COORDINATES (ANGSTROEM)
C (-1.6610, 3.3165, -0.4598)  -0.26
O (-2.1937, 3.2221, -1.7608)  -0.53
C (-1.3046, 2.5860, -2.6579)  -0.06
C (-1.3289, 1.0577, -2.4907)  -0.44
C (0.0679, 0.4110, -2.2481)  -0.43
C (0.0778, -0.3810, -0.9586)  0.03
C (-0.8392, -1.4076, -0.7526)  -0.16
C (-0.8076, -2.0818, 0.4533)  -0.13
C (0.1046, -1.7570, 1.4459)  -0.07
C (1.0574, -0.7610, 1.2460)  -0.08
C (2.1012, -0.4071, 2.2893)  0.61
F (2.3121, -1.3894, 3.1579)  -0.29
F (1.7125, 0.7190, 2.9359)  -0.31
C (3.4958, -0.0873, 1.6655)  0.92
F (3.8549, -1.0374, 0.8090)  -0.31
F (3.5244, 1.0985, 1.0685)  -0.31
F (4.4084, -0.0578, 2.6450)  -0.31
C (1.0224, -0.0757, 0.0236)  -0.19
C (-0.2271, -2.6543, 2.6140)  0.67
O (0.0598, -2.5978, 3.7644)  -0.49
N (-1.1580, -3.6211, 2.1245)  -0.67
C (-1.6641, -3.2235, 0.8853)  0.67
O (-2.6005, -3.6660, 0.3016)  -0.52
H (-1.1412, 2.4061, -0.1513)  0.16
H (-0.9995, 4.1771, -0.3551)  0.17
H (-2.4902, 3.4566, 0.2279)  0.20
H (-0.2961, 2.9932, -2.5508)  0.16
H (-1.6605, 2.8486, -3.6497)  0.19
H (-1.7878, 0.5944, -3.3596)  0.22
H (-1.9941, 0.8504, -1.6587)  0.22
H (0.3505, -0.2266, -3.0781)  0.23
H (0.7658, 1.2315, -2.1247)  0.21
H (-1.5674, -1.6686, -1.5060)  0.24
H (1.7200, 0.7198, -0.1760)  0.23
H (-0.9141, -4.5876, 2.2810)  0.43

Its electronic energy is -1320.5130 Ha. The value obtained for the HOMO-LUMO gap is 9.525 eV. The maximum force comes out at 1.351 eV/Å. The structure (SMILES) is COCCCc1cc2c(c(C(F)(F)C(F)(F)F)c1)C(=O)NC2=O. The calculation puts the LUMO energy at -0.5 eV.

(3)
ORCA calculation (wB97M-V/def2-TZVPD) on a molecular structure, C14H12FORuS9 in a non-equilibrium geometry.

Last column: Mulliken spin population.
CARTESIAN COORDINATES (ANGSTROEM)
Ru (0.3898, -1.0501, -0.2694)  3.83
S (0.9619, -2.0570, 4.3090)  0.05
C (0.8259, -1.7778, 2.6838)  -0.02
S (1.9500, -0.8197, 1.7759)  0.24
S (-0.5250, -2.2979, 1.7417)  0.27
S (-3.5946, 3.7119, -4.3353)  0.00
C (-2.7941, 2.5375, -3.4565)  0.00
S (-1.1339, 2.0911, -3.7389)  0.00
C (-1.0633, 0.7801, -2.5590)  0.00
C (-2.1343, 0.6396, -1.7489)  0.01
S (-2.3082, -0.5473, -0.5120)  0.20
S (-3.4369, 1.8142, -2.0087)  0.00
S (0.3339, -0.2555, -2.5377)  0.25
O (0.0892, 1.1986, 0.4144)  0.03
S (-0.6461, 1.3215, 1.6981)  0.01
C (0.3085, 2.4793, 2.7663)  0.00
C (-0.1646, 3.8948, 2.4482)  0.00
C (-1.6836, 3.7916, 2.3105)  0.00
C (-1.9314, 2.6079, 1.3794)  0.01
H (1.3561, 2.2746, 2.5584)  0.00
H (0.0927, 2.2050, 3.8039)  0.00
H (0.2713, 4.2269, 1.5025)  0.00
H (0.1292, 4.6051, 3.2261)  0.00
H (-2.1179, 4.7095, 1.9076)  0.00
H (-2.1306, 3.6162, 3.2934)  0.00
H (-1.7644, 2.8730, 0.3329)  0.00
H (-2.9175, 2.1542, 1.4651)  0.00
F (3.2787, -6.0405, -2.6783)  0.00
C (2.6575, -4.9482, -2.1304)  0.03
C (1.3837, -5.0940, -1.6239)  -0.01
C (0.7576, -3.9833, -1.0592)  -0.07
C (1.3832, -2.7333, -1.0030)  0.22
C (2.6749, -2.6470, -1.5341)  -0.06
C (3.3250, -3.7479, -2.0984)  0.00
H (0.8951, -6.0612, -1.6648)  0.00
H (-0.2372, -4.1046, -0.6488)  0.00
H (3.1916, -1.6945, -1.5064)  0.00
H (4.3280, -3.6728, -2.5034)  0.00

As for the spin multiplicity: 6. Its net charge is -2. Its electronic energy is -4394.3670 Ha. The value obtained for the HOMO-LUMO gap (alpha / beta) is 4.399 / 5.672 eV. The maximum force comes out at 1.746 eV/Å. As for the expectation value of S²: 8.766. The relative energy (zero: lowest compared OMol25 entry of this formula, charge and spin) is 38.29 kJ/mol. The calculation puts the LUMO energy (alpha / beta) at 4.2 / 4.2 eV.

(4)
ORCA calculation (wB97M-V/def2-TZVPD) on a molecular structure, C14H12N2O5S3Tl.

Last column: natural (NBO) charge in e.
CARTESIAN COORDINATES (ANGSTROEM)
Tl (1.7322, -0.1760, -1.3096)  0.78
O (0.0607, 4.3166, -0.5711)  -0.66
C (0.2831, 3.0231, -0.7287)  0.77
O (1.3888, 2.5378, -0.7416)  -0.58
C (-0.9797, 2.2260, -0.8637)  0.07
C (-2.2239, 2.8509, -0.7948)  -0.17
C (-3.3597, 2.0672, -0.8986)  -0.15
C (-3.2174, 0.6956, -1.0567)  -0.19
C (-1.9304, 0.1587, -1.1096)  0.07
N (-0.8446, 0.9174, -1.0187)  -0.39
C (-1.6385, -1.3141, -1.2146)  0.79
O (-2.6413, -2.1485, -1.4190)  -0.63
O (-0.5163, -1.7432, -1.0912)  -0.60
H (0.8969, 4.8077, -0.4844)  0.52
H (-2.2785, 3.9171, -0.6555)  0.26
H (-4.3404, 2.5141, -0.8524)  0.25
H (-4.1038, 0.0811, -1.1154)  0.22
H (-3.5157, -1.7476, -1.5263)  0.50
O (2.0727, -2.5943, -0.0339)  -0.72
C (2.5062, -2.4900, 1.2997)  -0.10
C (1.8961, -1.3351, 2.0581)  0.19
C (2.0063, -1.2625, 3.4454)  -0.24
C (1.4378, -0.1944, 4.1137)  -0.14
C (0.7511, 0.7596, 3.3757)  -0.25
C (0.6855, 0.6021, 2.0050)  0.06
N (1.2574, -0.4045, 1.3551)  -0.50
H (1.1239, -2.7769, -0.0569)  0.50
H (3.5902, -2.3432, 1.2509)  0.21
H (2.3198, -3.4228, 1.8480)  0.20
H (2.5318, -2.0294, 3.9892)  0.23
H (1.5155, -0.1053, 5.1859)  0.23
H (0.2756, 1.6013, 3.8512)  0.23
H (0.1578, 1.3162, 1.3906)  0.18
S (0.5750, -3.2222, -5.3700)  0.27
C (0.6497, -1.8323, -4.3617)  -0.52
S (1.9577, -2.8155, -3.8014)  0.24
S (-0.0805, -0.4331, -4.0930)  0.07

Its net charge is +1. Its electronic energy is -2393.2874 Ha. The value obtained for the HOMO-LUMO gap is 7.777 eV. The maximum force comes out at 0.785 eV/Å. The relative energy (zero: lowest compared OMol25 entry of this formula, charge and spin) is 6.47 kJ/mol. The calculation puts the LUMO energy at -3.6 eV.

(5)
ORCA calculation (wB97M-V/def2-TZVPD) on C14H12N2S in the gas phase.

Last column: natural (NBO) charge in e.
CARTESIAN COORDINATES (ANGSTROEM)
C (-4.0560, -1.8126, -0.2248)  -0.23
C (-2.8398, -1.7663, 0.4334)  -0.21
C (-2.1044, -0.5937, 0.4852)  -0.20
C (-2.6075, 0.5452, -0.1246)  -0.18
S (-1.7670, 2.1063, -0.1293)  0.24
C (-0.5287, 1.9584, 1.2213)  -0.57
C (0.6826, 1.2314, 0.7863)  0.37
N (1.0588, 0.0717, 1.2415)  -0.47
C (2.2133, -0.2391, 0.5676)  0.07
C (3.0385, -1.3537, 0.6592)  -0.20
C (4.1479, -1.3944, -0.1586)  -0.23
C (4.4429, -0.3611, -1.0505)  -0.21
C (3.6372, 0.7548, -1.1580)  -0.26
C (2.5213, 0.8025, -0.3395)  0.17
N (1.5245, 1.7293, -0.1701)  -0.55
C (-3.8273, 0.5056, -0.7921)  -0.23
C (-4.5457, -0.6726, -0.8425)  -0.20
H (-4.6198, -2.7327, -0.2598)  0.21
H (-2.4472, -2.6515, 0.9114)  0.21
H (-1.1498, -0.5880, 0.9874)  0.23
H (-0.9948, 1.4601, 2.0684)  0.26
H (-0.2939, 2.9924, 1.4784)  0.25
H (2.8090, -2.1502, 1.3484)  0.22
H (4.8103, -2.2461, -0.1127)  0.21
H (5.3235, -0.4387, -1.6707)  0.21
H (3.8654, 1.5533, -1.8480)  0.21
H (1.3998, 2.5868, -0.6818)  0.42
H (-4.2006, 1.4019, -1.2646)  0.22
H (-5.4926, -0.6988, -1.3611)  0.21

Its electronic energy is -1048.4185 Ha. The value obtained for the HOMO-LUMO gap is 8.796 eV. The maximum force comes out at 0.801 eV/Å. The structure (SMILES) is c1ccc(SCc2nc3ccccc3[nH]2)cc1. The calculation puts the LUMO energy at 0.5 eV.

(6)
ORCA calculation (wB97M-V/def2-TZVPD) on a molecular structure, C14H13ClF6IrO in a non-equilibrium geometry.

Last column: Mulliken spin population.
CARTESIAN COORDINATES (ANGSTROEM)
C (2.1555, -1.9298, 0.8814)  0.28
C (2.2725, -2.2271, -0.5299)  0.06
C (0.9295, -2.4291, -1.0422)  0.16
H (3.1794, -2.3911, -1.1020)  -0.04
C (0.0206, -2.0929, 0.0269)  0.26
C (0.7876, -1.8778, 1.2046)  0.31
H (0.3817, -1.7033, 2.1887)  -0.02
H (2.9749, -1.7164, 1.5571)  0.04
H (0.6622, -2.8270, -2.0124)  -0.06
H (-1.0610, -2.1497, -0.0538)  -0.01
Ir (1.2259, -0.4057, -0.9229)  1.63
Cl (2.5646, 0.7440, 0.5648)  0.29
C (1.0169, 1.6383, -1.7502)  0.22
C (-0.1785, 0.9126, -1.9968)  0.30
C (0.1457, -0.2801, -2.7110)  0.12
H (-1.1726, 1.2090, -1.6984)  -0.01
C (1.5747, -0.2771, -2.9524)  0.16
C (2.1087, 0.9206, -2.3699)  0.18
H (3.1515, 1.2189, -2.3500)  0.01
H (1.0862, 2.5284, -1.1462)  0.00
H (-0.5777, -1.0305, -3.0149)  -0.02
H (2.1437, -1.0471, -3.4581)  -0.02
C (-2.3811, -0.2445, 1.3666)  0.00
C (-1.4693, 0.9891, 1.3466)  0.01
O (-0.4056, 0.8706, 0.5887)  0.13
C (-2.3378, 2.2272, 0.7990)  0.01
F (-3.4460, 2.4671, 1.5508)  0.00
F (-1.6226, 3.3659, 0.7004)  0.00
F (-2.7785, 1.9117, -0.4611)  0.00
C (-0.9264, 1.2767, 2.8465)  0.01
F (-1.9554, 1.3662, 3.7352)  0.00
F (-0.1407, 0.2266, 3.2293)  0.00
F (-0.1829, 2.3973, 2.9237)  0.00
H (-2.5236, -0.5687, 0.3325)  0.00
H (-3.3481, -0.0237, 1.8245)  0.00
H (-1.8739, -1.0487, 1.9049)  0.00

As for the spin multiplicity: 5. Its net charge is -1. Its electronic energy is -1780.0713 Ha. The value obtained for the HOMO-LUMO gap (alpha / beta) is 4.162 / 6.797 eV. The maximum force comes out at 7.030 eV/Å. As for the expectation value of S²: 6.022. The relative energy (zero: lowest compared OMol25 entry of this formula, charge and spin) is 97.65 kJ/mol. The calculation puts the LUMO energy (alpha / beta) at 2.6 / 2.1 eV.